# C30H45ClO2P2Ru

A molecular structure, C30H45ClO2P2Ru in a non-equilibrium geometry (the ωB97M-V functional and the def2-TZVPD basis, the OMol25 dataset).

Results
E_HOMO (alpha / beta)   -10.32 / -10.32 eV
ΔE to the lowest compared entry with this formula, charge and spin   0.0 kJ/mol
Multiplicity   6
Max |F|   6.6 eV/Å
Electronic energy   -69604.7395 eV
Charge   +1

The geometry in XYZ format:
```
81
Properties=species:S:1:pos:R:3:forces:R:3
Ru 0.400159 0.192881 -2.832884 -1.0803 -1.4751 6.3044
C -0.921534 -2.554315 2.419412 0.3768 0.1065 -0.1518
C 0.372154 -2.775836 1.867464 -0.0145 0.1990 0.1697
C 0.538337 -1.075851 3.403698 0.1462 0.1826 0.3510
C -0.823048 -1.475716 3.340319 -0.2733 0.1023 0.0677
C 1.277245 -1.869555 2.488998 -0.2594 -0.2591 -0.2201
C -2.156566 -3.312451 2.136649 -0.2772 -0.3455 -0.0528
H -1.957142 -4.166430 1.477504 -0.1643 0.2338 0.1834
H -2.922350 -2.673206 1.667905 0.2144 -0.1486 0.2125
H -2.584078 -3.697216 3.076743 0.0756 0.1184 -0.2813
C -1.934021 -0.880015 4.102239 -0.1044 -0.1132 0.2349
H -2.778882 -1.574445 4.171837 0.1479 0.1836 0.0492
H -2.282102 0.034321 3.591687 0.1306 -0.0402 -0.0482
H -1.603916 -0.593811 5.109851 -0.1386 -0.0324 -0.2191
C 1.095527 -0.080762 4.339921 0.0504 0.3836 -0.0746
H 1.275043 -0.521329 5.333279 -0.0612 -0.0188 -0.2098
H 0.400267 0.756510 4.473150 0.1354 -0.1107 -0.0200
H 2.045959 0.316405 3.969065 -0.1927 -0.0487 0.1338
C 2.732956 -1.793316 2.261633 0.3001 0.1276 -0.1356
H 3.272899 -2.372944 3.029747 -0.1134 0.1582 -0.1904
H 3.073958 -0.750628 2.328780 -0.0240 -0.2897 -0.0142
H 3.007407 -2.195790 1.278025 -0.0371 0.0530 0.2746
C 0.741992 -3.764142 0.829717 -0.0144 -0.3451 -0.2185
H 1.387406 -4.557775 1.237472 -0.1119 0.2278 -0.0531
H 1.298851 -3.284090 0.012049 -0.1077 -0.0669 0.1692
H -0.143356 -4.249352 0.406720 0.2258 0.0795 0.0291
C -0.726639 1.307545 -3.998074 -0.9322 0.3496 -1.5105
C -1.283536 -0.017113 -3.936395 -0.4563 0.9219 -1.3388
C -1.043315 -1.038722 -5.019800 -0.1938 -0.5323 -0.2149
C 0.461817 -1.255219 -5.336422 -0.1851 -0.7339 -0.4739
C 1.380110 -0.798118 -4.231013 1.1059 0.2380 -1.0045
C 1.847893 0.574869 -4.161164 0.5134 -0.3547 -1.6852
C 1.446413 1.525851 -5.274761 0.3698 0.3490 -0.2229
C -0.065748 1.819111 -5.264392 -0.0703 0.5900 -0.2814
H -1.619211 -0.799228 -5.931887 0.2073 -0.0264 0.2581
H 0.739963 -0.813480 -6.303634 -0.1018 0.0126 0.2298
H -1.445384 -2.000776 -4.658005 0.0173 0.2732 -0.1441
H -0.582215 1.404693 -6.145265 0.2379 0.1208 0.1964
H -1.217452 2.074847 -3.395659 -0.0239 -0.0731 0.0539
H -2.326161 -0.069901 -3.510148 0.7726 -0.0627 -0.1892
H -0.200795 2.912905 -5.294532 -0.0748 -0.4169 -0.1562
H 1.992721 2.467861 -5.149215 -0.0739 -0.1563 0.0113
H 2.830423 0.754040 -3.727192 -0.0497 -0.0038 -0.0841
H 1.766576 1.130638 -6.250379 -0.0791 0.0800 0.1574
H 0.611375 -2.339528 -5.438689 -0.0287 0.2865 -0.2326
H 2.058986 -1.571019 -3.854977 -0.2068 0.1877 0.0250
P -2.567475 -0.559766 -1.516714 2.5105 0.4798 2.4576
C -3.830060 0.044631 -0.375668 -0.8834 0.0803 -0.3979
C -2.233771 -2.295938 -1.110470 -0.4972 -0.4868 -0.4401
P 2.076468 -0.318716 -1.037465 0.6088 0.6257 -1.0169
C -0.945382 0.173929 -1.110961 -1.2137 0.1887 -1.0458
C 3.585779 -1.102250 -1.698433 -0.0247 -0.6322 0.4302
C 2.707745 1.333001 -0.588862 -0.2592 -0.2276 0.7108
H -3.368734 0.526966 0.505122 0.1506 -0.1214 -0.3055
H -4.470633 -0.805788 -0.100800 0.0102 0.3463 -0.0412
H -4.429274 0.774186 -0.947110 0.0232 -0.1585 0.5195
H -1.838804 -2.807646 -1.998024 -0.0622 -0.0002 0.2654
H -3.172870 -2.771080 -0.800834 0.2896 -0.1060 -0.1456
H -1.495748 -2.345853 -0.298847 -0.2225 0.1472 -0.2941
H 2.663017 1.942299 -1.498212 0.1920 0.0532 0.1470
H 3.726559 1.272161 -0.188031 -0.1498 0.1355 -0.2103
H 2.029193 1.751440 0.170764 0.1260 0.0338 -0.2507
H -0.505020 -0.324665 -0.231776 -0.5905 0.2664 -0.2329
H -1.072544 1.247226 -0.908885 0.0125 -0.2263 0.1746
H 4.354117 -1.184985 -0.915788 -0.0378 0.0922 -0.3399
H 3.963591 -0.523555 -2.551573 0.0274 -0.1203 0.2476
H 3.320722 -2.114587 -2.037898 0.2576 0.2623 0.0199
Cl 0.169045 6.286135 6.037794 0.0717 0.3406 0.3283
C -0.115176 5.061185 4.875395 -0.3721 -1.0105 -0.9189
C -1.436422 4.707784 4.537508 0.7256 -0.2035 -0.2300
C -1.656322 3.698703 3.590836 0.4200 0.1933 0.2649
C -0.579465 3.035317 2.981172 0.2225 0.4466 0.4653
C 0.732238 3.413791 3.318852 -0.3838 0.1950 0.2149
C 0.971918 4.413644 4.266695 -0.5182 -0.0618 -0.0720
C -0.821694 1.900722 2.000297 -0.1134 0.1375 -0.1957
O -2.019585 1.507271 1.904540 0.7876 -0.3126 -0.1888
O 0.201460 1.473246 1.388115 -0.5784 -0.3458 0.3419
H -2.266559 5.217924 5.013689 0.0989 -0.0373 -0.0602
H -2.672373 3.419888 3.321633 0.2344 -0.0077 0.0332
H 1.568858 2.913572 2.830891 -0.2554 0.1053 0.1046
H 1.988244 4.689377 4.533677 -0.1835 0.0176 -0.0230
```
Forces are in eV/Å.

Which charges does Mulliken predict for the atoms? In e, they are: atom 1 (Ru): -0.2210, atom 2 (C): 0.8093, atom 3 (C): 1.0946, atom 4 (C): 0.7412, atom 5 (C): 0.4141, atom 6 (C): 0.4053, atom 7 (C): -1.7396, atom 8 (H): 0.3112, atom 9 (H): 0.3406, atom 10 (H): 0.5030, atom 11 (C): -1.3339, atom 12 (H): 0.4272, atom 13 (H): 0.1395, atom 14 (H): 0.3920, atom 15 (C): -1.4810, atom 16 (H): 0.3417, atom 17 (H): 0.3732, atom 18 (H): 0.3603, atom 19 (C): -1.6300, atom 20 (H): 0.3949, atom 21 (H): 0.4156, atom 22 (H): 0.3614, atom 23 (C): -1.5826, atom 24 (H): 0.4628, atom 25 (H): 0.1836, atom 26 (H): 0.3502, atom 27 (C): -0.2224, atom 28 (C): 0.0575, atom 29 (C): -1.0027, atom 30 (C): -0.9974, atom 31 (C): 0.2917, atom 32 (C): -0.5006, atom 33 (C): -1.2819, atom 34 (C): -1.0925, atom 35 (H): 0.3833, atom 36 (H): 0.2366, atom 37 (H): 0.3029, atom 38 (H): 0.2666, atom 39 (H): 0.7190, atom 40 (H): 0.3408, atom 41 (H): 0.3733, atom 42 (H): 0.4055, atom 43 (H): 0.4762, atom 44 (H): 0.3670, atom 45 (H): 0.4810, atom 46 (H): 0.4843, atom 47 (P): 0.4784, atom 48 (C): -0.7204, atom 49 (C): -0.7196, atom 50 (P): 0.9847, atom 51 (C): -0.7037, atom 52 (C): -1.4680, atom 53 (C): -0.9802, atom 54 (H): 0.0129, atom 55 (H): 0.4271, atom 56 (H): 0.4108, atom 57 (H): 0.3246, atom 58 (H): 0.5364, atom 59 (H): -0.3338, atom 60 (H): 0.3694, atom 61 (H): 0.4411, atom 62 (H): 0.0322, atom 63 (H): 0.2431, atom 64 (H): 0.4938, atom 65 (H): 0.4831, atom 66 (H): 0.4051, atom 67 (H): 0.3704, atom 68 (Cl): -0.2059, atom 69 (C): 0.3798, atom 70 (C): -0.7303, atom 71 (C): -0.1863, atom 72 (C): 0.1625, atom 73 (C): -0.0992, atom 74 (C): -0.7914, atom 75 (C): -0.1265, atom 76 (O): -0.8186, atom 77 (O): -0.2040, atom 78 (H): 0.4151, atom 79 (H): 0.4269, atom 80 (H): 0.3709, atom 81 (H): 0.3982